# 1
DFT (ωB97M-V/def2-TZVPD) results for 2 unconnected molecules or ions with the total composition CHF2IO.

Geometry as ORCA input:
```
! RIJCOSX wB97M-V def2-TZVPD def2/J DEFGRID3
* xyz 0 1
I -0.760 -2.990 -0.044
F 0.869 0.448 -1.454
F 1.295 0.526 0.759
O -0.823 0.751 -0.004
C 0.379 0.267 -0.179
H -0.960 0.997 0.921
*
```

The calculation puts the relative energy (zero: lowest compared OMol25 entry of this formula, charge and spin) at 2.306 eV. The HOMO energy (alpha / beta) comes out at -9.77 / -9.15 eV. For the HOMO-LUMO gap (alpha / beta), the calculation gives 9.22 / 6.35 eV.

Here is what Mulliken gives for the atomic charges, in e:
1. I -0.0714
2. F -0.1702
3. F -0.1908
4. O -0.3320
5. C 0.4078
6. H 0.3565

***

# 2
DFT (ωB97M-V/def2-TZVPD) results for a molecular structure, CHF2NO3.

Geometry as ORCA input:
```
! RIJCOSX wB97M-V def2-TZVPD def2/J DEFGRID3
* xyz 0 1
F 0.704 1.330 -1.410
F 1.215 0.579 1.047
O -1.224 0.196 -1.705
O -0.818 -0.310 1.135
O 0.695 -1.318 -0.083
N 0.164 -0.267 0.184
C -0.260 0.406 -1.104
H -0.476 -0.615 1.935
*
```

The calculation puts the relative energy (zero: lowest compared OMol25 entry of this formula, charge and spin) at 3.157 eV. The HOMO energy comes out at -12.08 eV. For the HOMO-LUMO gap, the calculation gives 11.77 eV.

Here is what Mulliken gives for the atomic charges, in e:
1. F -0.1530
2. F -0.3832
3. O -0.2798
4. O -0.4020
5. O -0.5661
6. N 0.9687
7. C 0.4798
8. H 0.3357

***

# 3
DFT (ωB97M-V/def2-TZVPD) results for 2 unconnected molecules or ions with the total composition CHF2NO3.

Geometry as ORCA input:
```
! RIJCOSX wB97M-V def2-TZVPD def2/J DEFGRID3
* xyz 0 1
F 2.019 -1.016 1.129
F 1.860 -0.947 -1.382
O 0.546 1.661 -0.292
O -0.017 -0.964 0.344
O 2.575 1.414 0.431
N 1.512 1.050 0.114
C 1.179 -0.499 0.274
H -0.606 -0.804 -0.465
*
```

The calculation puts the relative energy (zero: lowest compared OMol25 entry of this formula, charge and spin) at 2.168 eV. The HOMO energy comes out at -12.05 eV. For the HOMO-LUMO gap, the calculation gives 11.08 eV.

Here is what Mulliken gives for the atomic charges, in e:
1. F -0.1677
2. F -0.4896
3. O -0.5409
4. O -0.3768
5. O -0.4887
6. N 0.9952
7. C 0.6640
8. H 0.4045

***

# 4
DFT (ωB97M-V/def2-TZVPD) results for 2 unconnected molecules or ions with the total composition CHF3O2S.

Geometry as ORCA input:
```
! RIJCOSX wB97M-V def2-TZVPD def2/J DEFGRID3
* xyz 0 1
S -0.160 -0.191 0.590
F -0.527 1.886 -0.331
F -0.049 -2.019 -1.180
F 1.760 -0.979 -0.992
O 0.638 0.420 1.535
O -1.484 -0.514 0.965
C 0.746 -1.408 -0.302
H -0.923 2.805 -0.285
*
```

The calculation puts the relative energy (zero: lowest compared OMol25 entry of this formula, charge and spin) at 3.546 eV. The HOMO energy (alpha / beta) comes out at -9.70 / -9.70 eV. As for the SMILES: O=S(=O)=C(F)F.F. For the HOMO-LUMO gap (alpha / beta), the calculation gives 8.53 / 8.53 eV.

Here is what Mulliken gives for the atomic charges, in e:
1. S 0.9673
2. F -0.3886
3. F -0.1653
4. F -0.1387
5. O -0.4737
6. O -0.5117
7. C 0.3116
8. H 0.3991

***

# 5
DFT (ωB97M-V/def2-TZVPD) results for 2 unconnected molecules or ions with the total composition CHFI2.

Geometry as ORCA input:
```
! RIJCOSX wB97M-V def2-TZVPD def2/J DEFGRID3
* xyz 0 1
I -3.511 1.912 -1.802
I 0.076 0.237 -3.635
F -0.020 -2.339 -2.449
C -0.623 -1.147 -2.504
H -2.803 0.791 -2.616
*
```

The calculation puts the relative energy (zero: lowest compared OMol25 entry of this formula, charge and spin) at 3.155 eV. The HOMO energy comes out at -9.11 eV. For the HOMO-LUMO gap, the calculation gives 8.20 eV.

Here is what Mulliken gives for the atomic charges, in e:
1. I -0.0474
2. I 0.2690
3. F -0.0520
4. C -0.2094
5. H 0.0398

***

# 6
DFT (ωB97M-V/def2-TZVPD) results for 2 unconnected molecules or ions with the total composition CHFIN.

Geometry as ORCA input:
```
! RIJCOSX wB97M-V def2-TZVPD def2/J DEFGRID3
* xyz 0 1
I -1.917 -0.534 1.090
F 0.830 0.790 1.355
N 0.418 0.044 -0.884
C -0.256 0.009 0.093
H 0.925 -0.309 -1.654
*
```

The calculation puts the relative energy (zero: lowest compared OMol25 entry of this formula, charge and spin) at 1.888 eV. The HOMO energy comes out at -10.28 eV. For the HOMO-LUMO gap, the calculation gives 9.90 eV.

Here is what Mulliken gives for the atomic charges, in e:
1. I 0.2785
2. F -0.5230
3. N -0.1960
4. C 0.1451
5. H 0.2953

***

# 7
DFT (ωB97M-V/def2-TZVPD) results for a molecular structure, CHFIrLiO3.

Geometry as ORCA input:
```
! RIJCOSX wB97M-V def2-TZVPD def2/J DEFGRID3
* xyz 4 5
Ir 2.981 -0.106 0.232
F 0.056 1.691 0.157
O 1.224 -0.146 -0.108
O -1.650 -0.834 0.334
O -0.890 -0.139 -0.614
C 0.191 0.469 -0.172
Li -3.533 -0.079 0.601
H -1.419 -1.709 -0.127
*
```

The HOMO energy (alpha / beta) comes out at -32.04 / -31.05 eV. Its expectation value of S² is 6.01. For the HOMO-LUMO gap (alpha / beta), the calculation gives 9.54 / 4.93 eV.

Here is what Mulliken gives for the atomic charges, in e:
1. Ir 2.0976
2. F 0.0652
3. O -0.1636
4. O -0.2050
5. O 0.0424
6. C 0.6907
7. Li 0.9859
8. H 0.4868

***

# 8
DFT (ωB97M-V/def2-TZVPD) results for 2 unconnected molecules or ions with the total composition CHFN2O.

Geometry as ORCA input:
```
! RIJCOSX wB97M-V def2-TZVPD def2/J DEFGRID3
* xyz 0 1
F -0.444 1.178 0.123
O 2.035 0.218 -0.375
N 1.859 -0.273 0.660
N -0.580 -1.116 0.281
C -1.007 -0.023 -0.054
H -1.864 0.015 -0.634
*
```

The calculation puts the relative energy (zero: lowest compared OMol25 entry of this formula, charge and spin) at 2.919 eV. The HOMO energy (alpha / beta) comes out at -10.96 / -8.87 eV. For the HOMO-LUMO gap (alpha / beta), the calculation gives 10.93 / 7.62 eV.

Here is what Mulliken gives for the atomic charges, in e:
1. F -0.2263
2. O -0.1158
3. N 0.1457
4. N -0.3720
5. C 0.1692
6. H 0.3993

***

Quick rundown of energy, same order as above: -611.2882 -518.7200 -518.7563 -886.8341 -733.8171 -490.9218 -473.6335 -323.1585 a.u.
Quick rundown of maximum force, same order as above: 2.4 4.5 4.5 4.1 5.1 4.4 8.0 2.5 eV/A